Here is one molecule with the formula C3H7INO2P from OMol25. Energies are from ωB97M-V/def2-TZVPD.

Geometry as XYZ:
```
15
Properties=species:S:1:pos:R:3
C -0.312 0.308 -1.125
C -0.078 -0.178 1.098
C -1.140 -0.698 -0.245
N 0.605 0.566 0.005
O 0.568 -1.140 1.803
O -0.867 -1.987 -0.572
P 1.630 1.939 0.228
I -3.288 -0.171 -0.101
H 0.240 -0.292 -1.853
H -1.004 1.033 -1.430
H -0.417 0.521 1.933
H 1.164 -1.675 1.202
H -0.990 -2.328 0.300
H 1.153 2.643 -0.812
H 2.735 1.459 -0.431
```

LUMO, eV: 0.4
Energy, eV: -26196.4805
HOMO energy, eV: -9.124
Relative energy (zero: lowest compared OMol25 entry of this formula, charge and spin), kcal per mole: 23.7
HOMO-LUMO gap, eV: 9.53
Total charge: 0

Here are the Löwdin charges for atoms 1 to 2, given in e: atom 1 (C): -0.202, atom 2 (C): -0.376

Here is an isolated ion of composition C3H7INS and charge +1 from OMol25. Energies are from ωB97M-V/def2-TZVPD.

Geometry as XYZ:
```
13
Properties=species:S:1:pos:R:3
C 0.363 -1.753 0.130
C 0.838 0.579 -0.885
C -0.938 0.142 0.823
N -0.051 1.134 0.214
S 1.752 -0.811 -0.168
I -2.831 -0.037 -0.081
H 0.424 -2.468 0.930
H -0.324 -1.971 -0.670
H 0.198 0.248 -1.701
H 1.536 1.345 -1.222
H -0.938 0.152 1.900
H 0.562 1.534 0.934
H -0.590 1.907 -0.202
```

LUMO, eV: -4.5
Energy, eV: -23640.8784
HOMO energy, eV: -12.695
Relative energy (zero: lowest compared OMol25 entry of this formula, charge and spin), kcal per mole: 33.3
HOMO-LUMO gap, eV: 8.16
Total charge: +1

Here are the Löwdin charges for atoms 1 to 2, given in e: atom 1 (C): -0.309, atom 2 (C): -0.392

Question: Which value of LUMO does entry 1 give?
Answer: 0.4 eV